Formula: C6H14O
Source: the Open Molecules 2025 dataset
Level of theory: ωB97M-V/def2-TZVPD

Summary:
**SMILES string**: C=CCCCO.C
**Electronic energy**: -312.19538 hartree
**M**: 102.2 g/mol
**Energy relative to the best compared isomer or geometry (same formula, charge and spin)**: 37.4 kcal per mole
**Orbital gap**: 0.379 Ha

Geometry as XYZ:
```
21
C6H14O, DFT ωB97M-V/def2-TZVPD
C -1.97549 0.61679 -1.09567
C -0.73293 0.97036 -0.78358
C 0.45409 0.04884 -0.89929
C 1.54367 0.28685 0.14865
C 2.76794 -0.57598 -0.10597
O 3.75327 -0.24018 0.85102
H -2.21540 -0.39336 -1.42699
H -2.82696 1.27427 -0.93539
H -0.55339 1.97041 -0.38537
H 0.89861 0.16997 -1.89749
H 0.10412 -0.99226 -0.84649
H 1.85950 1.33775 0.13315
H 1.17109 0.08444 1.16079
H 2.49342 -1.64201 -0.03909
H 3.13211 -0.39669 -1.13178
H 4.52987 -0.78825 0.68745
C -2.89983 -0.64324 1.30781
H -3.68115 -0.79929 0.55370
H -3.30755 -0.05418 2.13153
H -2.53751 -1.61225 1.65481
H -2.05814 -0.09450 0.87324
```



Formula: C39H30F4GeN5PdSSi
Source: the Open Molecules 2025 dataset
Level of theory: ωB97M-V/def2-TZVPD

Summary:
**Electronic energy**: -5069.12285 hartree
**M**: 883.9 g/mol
**Multiplicity**: 6
**Net charge**: +2
**Energy relative to the best compared isomer or geometry (same formula, charge and spin)**: 9.9 kcal per mole
**Orbital gap (alpha / beta)**: 0.258 / 0.193 Ha

Geometry as XYZ:
```
82
C39H30F4GeN5PdSSi, DFT ωB97M-V/def2-TZVPD
Pd 0.72998 -2.04156 -0.01847
C -4.47760 -2.73598 2.48635
Si -4.76218 -3.43537 0.79754
C -5.15711 -5.23926 0.85308
C -6.04085 -2.45824 -0.11789
C -3.19747 -3.32538 -0.33671
C -3.33054 -3.84627 -1.63863
C -2.29442 -3.81702 -2.54682
C -1.06066 -3.26289 -2.16952
N -0.90040 -2.77727 -0.95944
C -1.92867 -2.79965 -0.05541
S -1.40016 -2.08040 1.40156
H -5.41728 -2.82520 3.04060
H -4.21330 -1.67579 2.46725
H -3.71693 -3.27856 3.05302
H -6.08175 -5.38214 1.41898
H -4.37035 -5.81118 1.35059
H -5.31128 -5.66106 -0.14276
H -7.00605 -2.58161 0.38145
H -6.16036 -2.78949 -1.15254
H -5.80335 -1.39083 -0.12001
H -4.27922 -4.27548 -1.94418
H -2.41531 -4.21066 -3.54766
H -0.22045 -3.20750 -2.84811
C 1.33312 -4.05557 0.54036
H 1.52729 -3.98771 1.60422
H 2.22659 -4.19246 -0.06383
H 0.52379 -4.72807 0.28300
C -1.67172 2.59488 3.05805
C -2.46474 2.50758 1.92018
C -2.03220 1.77983 0.81937
C -0.77992 1.15048 0.84718
C 0.00529 1.23782 2.00594
C -0.43294 1.95961 3.10234
Ge -0.05388 0.29107 -0.70705
C 1.57287 1.16761 -1.31585
C 1.54591 2.56307 -1.28857
C 2.63239 3.28868 -1.76814
C 3.74634 2.63055 -2.27323
C 3.77364 1.24224 -2.31923
C 2.68902 0.51523 -1.84246
C -1.33011 0.14645 -2.14444
C -2.66863 -0.21068 -1.93506
C -3.54059 -0.33076 -3.00661
C -3.08373 -0.10910 -4.30256
C -1.75755 0.23773 -4.52468
C -0.88056 0.35411 -3.45161
H -2.01803 3.15859 3.91448
H -3.42106 3.01375 1.88671
H -2.64925 1.74662 -0.06827
H 0.96305 0.73546 2.04838
H 0.18369 2.03411 3.98911
H 0.68791 3.09092 -0.88486
H 2.60228 4.37112 -1.75355
H 4.58907 3.20018 -2.64535
H 4.63160 0.73046 -2.73838
H 2.70888 -0.56619 -1.92416
H -3.04591 -0.36700 -0.93003
H -4.57994 -0.58567 -2.83481
H -3.76625 -0.19775 -5.13831
H -1.40665 0.42607 -5.53125
H 0.15188 0.62994 -3.63585
F 3.25153 0.82532 3.11923
C 3.96486 1.71719 2.42611
C 3.94194 3.03309 2.82000
F 3.19192 3.34387 3.86759
C 4.68345 4.01461 2.14705
C 5.49543 3.56522 1.10349
C 5.52578 2.23593 0.71692
F 6.28338 1.89950 -0.31416
C 4.73431 1.27993 1.35063
C 4.65090 -0.08869 0.86267
C 3.40850 -0.77780 0.87426
N 2.37998 -1.28871 0.85946
C 5.69967 -0.75245 0.20345
N 6.52805 -1.34098 -0.34998
F 6.25113 4.40578 0.41881
C 4.57935 5.43459 2.49087
C 3.66983 5.90629 3.46654
N 2.90557 6.30239 4.23605
C 5.30317 6.43903 1.81142
N 5.85606 7.28147 1.24611
```



Formula: C3H6OS2
Source: the Open Molecules 2025 dataset
Level of theory: ωB97M-V/def2-TZVPD

Summary:
**Electronic energy**: -989.31484 hartree
**M**: 122.2 g/mol
**Energy relative to the best compared isomer or geometry (same formula, charge and spin)**: 134.1 kcal per mole
**Orbital gap (alpha / beta)**: 0.276 / 0.311 Ha

Geometry as XYZ:
```
12
C3H6OS2, DFT ωB97M-V/def2-TZVPD
C 0.45928 -0.62853 0.24178
C -1.02293 -0.86217 0.14210
C -0.41386 0.35029 -0.44607
O -1.64996 2.69715 -0.39566
S -1.30278 1.51309 2.32195
S -0.77562 1.95046 0.47429
H 0.82139 -0.51758 1.29600
H 1.14163 -1.11937 -0.38411
H -1.40358 -1.50894 -0.67196
H -1.61494 -0.90619 0.98263
H -0.30986 0.57022 -1.55959
H 1.08660 3.91922 0.16351
```



Formula: C7H10NOP
Source: the Open Molecules 2025 dataset
Level of theory: ωB97M-V/def2-TZVPD

Summary:
**Electronic energy**: -743.94568 hartree
**M**: 155.1 g/mol
**Energy relative to the best compared isomer or geometry (same formula, charge and spin)**: 122.9 kcal per mole
**Orbital gap**: 0.346 Ha

Geometry as XYZ:
```
20
C7H10NOP, DFT ωB97M-V/def2-TZVPD
C -3.16877 -0.41252 0.86356
C -1.75993 -0.70107 1.19871
C -3.38227 0.37394 -0.20735
C -0.95146 -0.33958 0.14902
C 0.81318 -1.05859 -0.12754
C 3.06484 -0.54145 -0.41706
C 1.34197 1.31127 -0.20696
N 1.68098 -0.10490 -0.11541
O 0.96864 -2.26516 -0.18253
P -1.92815 0.24973 -1.22101
H -3.85151 -0.65428 1.65839
H -1.45678 -1.21509 2.16387
H -4.29646 0.80958 -0.32003
H 3.56033 0.02550 0.33003
H 3.26106 -1.67752 -0.19197
H 3.34924 -0.30850 -1.47554
H 2.12254 1.69539 -0.94447
H 0.21136 1.49392 -0.36347
H 1.78802 1.83620 0.72817
H -1.36681 1.48314 -1.31840
```